Entry 1:
{
  "formula": "C4H9N2",
  "method": "ωB97M-V with the def2-TZVPD basis set",
  "homo_lumo_gap_ev": 6.45,
  "homo_ev": -12.49,
  "total_charge": 1,
  "e_lumo_ev": -6.0,
  "spin_multiplicity": 1,
  "elements": ["C", "C", "C", "C", "N", "N", "H", "H", "H", "H", "H", "H", "H", "H", "H"],
  "coordinates": [[2.00, 0.77, 0.61], [0.78, 0.60, -0.12], [-2.29, -1.05, 0.34], [-1.37, -1.26, -0.72], [0.84, 1.67, 0.90], [2.12, 0.97, -0.79], [2.73, 0.43, 1.23], [-2.65, -0.10, 0.37], [-2.09, -1.60, 1.28], [-3.33, -1.54, 0.17], [-1.58, -1.06, -1.85], [-0.41, -1.72, -0.69], [0.39, 1.73, 1.78], [2.33, 1.91, -1.15], [2.53, 0.25, -1.36]],
  "lowdin_charge": [-0.246, -0.085, -0.102, 0.175, 0.067, 0.119, 0.116, 0.072, 0.114, 0.163, 0.135, 0.050, 0.087, 0.171, 0.163]
}


Entry 2:
{
  "formula": "C28H38BBrN6O2PtS3",
  "method": "ωB97M-V with the def2-TZVPD basis set",
  "homo_lumo_gap_ev": 7.35,
  "homo_ev": -6.94,
  "e_lumo_ev": 0.4,
  "spin_multiplicity": 1,
  "elements": ["Pt", "C", "C", "C", "C", "N", "C", "C", "N", "B", "N", "C", "C", "N", "C", "S", "C", "C", "C", "C", "N", "C", "C", "N", "C", "S", "C", "C", "C", "C", "C", "S", "H", "H", "H", "H", "H", "H", "H", "H", "H", "H", "H", "H", "H", "H", "H", "H", "H", "H", "H", "H", "H", "H", "H", "H", "H", "H", "H", "H", "H", "H", "H", "H", "H", "H", "Br", "C", "C", "C", "C", "C", "C", "C", "O", "O", "H", "H", "H", "H"],
  "coordinates": [[1.29, 1.06, 1.77], [-1.40, -5.91, -0.60], [-1.80, -5.23, -1.91], [-3.30, -4.94, -1.95], [-1.46, -6.17, -3.06], [-1.04, -3.96, -2.06], [-0.13, -3.71, -3.08], [0.37, -2.48, -2.88], [-0.22, -1.95, -1.75], [0.22, -0.68, -0.96], [-0.90, 0.41, -1.01], [-2.19, 0.21, -1.45], [-2.90, 1.31, -1.17], [-2.06, 2.20, -0.52], [-0.83, 1.64, -0.47], [0.66, 2.40, 0.04], [-2.64, 3.45, 0.08], [-3.16, 4.31, -1.07], [-3.78, 3.02, 1.00], [-1.65, 4.26, 0.91], [1.47, -0.06, -1.65], [1.45, 0.44, -2.93], [2.62, 1.07, -3.15], [3.37, 0.98, -1.99], [2.62, 0.33, -1.06], [2.99, 0.09, 0.63], [4.67, 1.72, -1.89], [4.34, 3.21, -1.79], [5.52, 1.31, -0.70], [5.47, 1.41, -3.16], [-1.08, -2.87, -1.23], [-2.00, -2.65, 0.17], [-1.94, -6.86, -0.50], [-1.63, -5.28, 0.26], [-0.33, -6.12, -0.60], [-3.85, -5.88, -1.86], [-3.56, -4.48, -2.91], [-3.60, -4.27, -1.15], [-2.04, -7.08, -2.94], [-0.40, -6.44, -3.07], [-1.73, -5.74, -4.03], [0.09, -4.42, -3.85], [1.12, -1.97, -3.45], [0.46, -0.99, 0.15], [-2.49, -0.72, -1.90], [-3.94, 1.52, -1.35], [-3.91, 3.79, -1.66], [-2.34, 4.60, -1.73], [-3.61, 5.22, -0.67], [-4.58, 2.50, 0.47], [-4.21, 3.90, 1.47], [-3.40, 2.36, 1.79], [-0.84, 4.67, 0.32], [-1.23, 3.68, 1.73], [-2.22, 5.09, 1.34], [0.60, 0.31, -3.58], [2.97, 1.58, -4.03], [3.72, 3.40, -0.91], [3.79, 3.56, -2.67], [5.26, 3.79, -1.71], [5.10, 1.63, 0.25], [6.50, 1.79, -0.82], [5.68, 0.23, -0.66], [4.98, 1.76, -4.07], [5.65, 0.34, -3.25], [6.43, 1.92, -3.09], [-1.44, 3.31, 5.39], [-0.90, 1.65, 6.13], [-1.34, 1.38, 7.42], [-0.98, 0.21, 8.05], [-0.15, -0.70, 7.41], [0.30, -0.43, 6.13], [-0.07, 0.75, 5.47], [0.45, 0.92, 4.09], [-0.09, 1.68, 3.25], [1.46, 0.24, 3.71], [-1.98, 2.10, 7.92], [-1.34, 0.01, 9.05], [0.14, -1.62, 7.90], [0.95, -1.12, 5.61]],
  "lowdin_charge": [0.663, -0.047, -0.559, -0.052, -0.062, -0.003, -0.050, -0.056, 0.036, -0.621, 0.063, -0.059, -0.039, 0.014, -0.559, 0.657, -0.535, -0.029, -0.024, -0.082, 0.021, -0.060, -0.038, 0.015, -0.637, 0.618, -0.539, -0.019, -0.085, -0.038, -0.720, 0.652, 0.087, 0.033, 0.091, 0.086, 0.088, 0.029, 0.089, 0.085, 0.086, 0.106, 0.103, 0.073, 0.106, 0.119, 0.077, 0.092, 0.091, 0.076, 0.091, 0.100, 0.056, 0.059, 0.091, 0.134, 0.117, 0.084, 0.085, 0.093, 0.044, 0.089, 0.085, 0.070, 0.098, 0.090, 0.803, -0.592, -0.135, -0.074, -0.067, -0.008, -0.154, -0.618, -0.181, -0.130, 0.094, 0.107, 0.106, 0.123]
}


Entry 3:
{
  "formula": "C5H5NO",
  "method": "ωB97M-V with the def2-TZVPD basis set",
  "homo_lumo_gap_ev": 8.20,
  "homo_ev": -9.03,
  "e_lumo_ev": -0.8,
  "spin_multiplicity": 1,
  "elements": ["C", "C", "C", "C", "C", "N", "O", "H", "H", "H", "H", "H"],
  "coordinates": [[0.30, 1.16, 0.00], [-1.07, 1.62, 0.00], [0.37, -0.17, 0.00], [-1.57, -0.52, 0.00], [1.37, -1.23, -0.01], [-2.03, 0.74, -0.01], [-2.03, -1.61, 0.00], [1.10, 1.89, 0.01], [-1.34, 2.66, 0.00], [0.92, -2.18, -0.31], [1.78, -1.36, 0.99], [2.20, -1.00, -0.69]],
  "lowdin_charge": [-0.091, -0.097, -0.091, -0.347, -0.075, 0.087, 0.140, 0.100, 0.118, 0.079, 0.091, 0.086]
}


Entry 4:
{
  "formula": "C45H36N6O4ReSe2",
  "method": "ωB97M-V with the def2-TZVPD basis set",
  "homo_lumo_gap_ev": [7.16, 6.71],
  "homo_ev": [-12.67, -12.50],
  "total_charge": 2,
  "e_lumo_ev": [-5.5, -5.8],
  "spin_multiplicity": 2,
  "elements": ["Re", "C", "C", "C", "C", "C", "C", "C", "C", "C", "C", "C", "C", "C", "C", "C", "N", "H", "H", "H", "H", "H", "H", "H", "H", "H", "H", "O", "N", "N", "O", "C", "C", "C", "C", "C", "C", "H", "H", "H", "H", "H", "Se", "Se", "C", "C", "C", "C", "C", "N", "C", "C", "C", "C", "C", "N", "H", "H", "H", "H", "H", "H", "H", "H", "C", "O", "C", "C", "C", "C", "C", "C", "N", "C", "C", "C", "C", "C", "C", "C", "O", "H", "H", "H", "H", "H", "H", "H", "H", "H", "H", "H", "H", "H"],
  "coordinates": [[-0.94, 0.39, 0.05], [0.99, 4.25, 1.09], [0.05, 5.20, 0.72], [-1.16, 4.77, 0.22], [-1.41, 3.41, 0.07], [-0.43, 2.43, 0.31], [0.76, 2.90, 0.87], [-2.73, 2.90, -0.17], [-3.90, 3.66, -0.15], [-5.13, 3.04, -0.17], [-5.19, 1.65, -0.28], [-6.43, 0.87, -0.19], [-6.44, -0.45, -0.26], [-5.24, -1.28, -0.60], [-3.94, -0.45, -0.76], [-4.00, 0.98, -0.42], [-2.78, 1.55, -0.29], [1.91, 4.57, 1.56], [0.25, 6.26, 0.85], [-1.92, 5.50, -0.02], [1.50, 2.18, 1.16], [-3.83, 4.73, -0.05], [-6.04, 3.62, -0.07], [-7.34, 1.42, 0.02], [-7.37, -0.99, -0.12], [-5.44, -1.77, -1.55], [-3.60, -0.51, -1.79], [-0.92, 0.58, 2.10], [-0.54, -0.42, 2.84], [-0.33, -1.46, 2.18], [-0.46, -1.48, 0.85], [0.07, -2.69, 2.82], [0.37, -2.67, 4.18], [0.74, -3.86, 4.78], [0.80, -5.04, 4.04], [0.49, -5.03, 2.69], [0.12, -3.84, 2.06], [0.32, -1.76, 4.75], [0.99, -3.87, 5.83], [1.09, -5.96, 4.52], [0.53, -5.94, 2.11], [-0.11, -3.81, 1.01], [-1.24, -2.95, -1.46], [-1.95, -1.77, -3.32], [-0.84, -0.20, -3.27], [-0.42, 0.12, -4.56], [0.36, 1.24, -4.78], [0.75, 1.96, -3.67], [0.33, 1.56, -2.42], [-0.51, 0.52, -2.17], [-2.68, -2.40, -0.36], [-3.77, -3.15, -0.17], [-4.93, -2.41, 0.45], [-4.44, -1.69, 1.67], [-3.35, -0.98, 1.47], [-2.81, -1.00, 0.08], [-0.71, -0.52, -5.37], [0.67, 1.51, -5.78], [1.39, 2.82, -3.75], [0.66, 2.13, -1.57], [-3.85, -4.17, -0.52], [-5.79, -3.04, 0.62], [-4.96, -1.72, 2.62], [-2.89, -0.31, 2.17], [5.92, -1.22, -1.25], [5.16, -0.28, -0.49], [4.69, 0.80, -1.12], [4.81, 1.03, -2.49], [4.42, 2.24, -3.04], [3.89, 3.24, -2.25], [3.72, 3.01, -0.89], [4.08, 1.79, -0.34], [4.00, 1.65, 1.09], [3.58, 0.64, 1.80], [2.95, -0.55, 1.32], [3.59, -1.72, 1.79], [3.47, -2.90, 1.12], [2.69, -2.93, -0.04], [1.96, -1.83, -0.44], [2.00, -0.63, 0.27], [1.15, 0.36, 0.00], [6.30, -1.94, -0.54], [6.76, -0.73, -1.76], [5.29, -1.73, -1.98], [5.26, 0.27, -3.12], [4.56, 2.40, -4.10], [3.62, 4.20, -2.67], [3.31, 3.78, -0.26], [4.43, 2.41, 1.61], [3.84, 0.70, 2.86], [4.26, -1.64, 2.65], [3.98, -3.79, 1.47], [2.62, -3.85, -0.61], [1.29, -1.89, -1.29]],
  "lowdin_spin": [0.837, 0.000, 0.005, -0.001, 0.004, -0.012, 0.002, 0.004, 0.000, 0.004, 0.000, 0.000, -0.001, 0.000, 0.002, 0.002, 0.004, 0.000, 0.000, 0.000, 0.000, 0.000, 0.000, 0.000, 0.000, 0.000, 0.000, 0.026, -0.025, 0.029, 0.038, -0.001, 0.004, -0.001, 0.005, -0.001, 0.004, 0.000, 0.000, 0.000, 0.000, 0.000, 0.003, 0.000, 0.003, 0.000, 0.001, 0.000, 0.002, 0.003, 0.000, 0.001, 0.000, 0.001, 0.005, 0.005, 0.000, 0.000, 0.000, 0.000, 0.000, 0.000, 0.000, 0.001, 0.000, 0.000, 0.000, 0.000, 0.000, 0.000, 0.000, 0.000, 0.000, 0.001, 0.002, 0.001, 0.001, 0.001, 0.002, 0.002, 0.037, 0.000, 0.000, 0.000, 0.000, 0.000, 0.000, 0.000, 0.000, 0.000, 0.000, 0.000, 0.000, 0.000]
}


Entry 5:
{
  "formula": "CH5OP",
  "method": "ωB97M-V with the def2-TZVPD basis set",
  "homo_lumo_gap_ev": 10.03,
  "homo_ev": -9.28,
  "e_lumo_ev": 0.8,
  "spin_multiplicity": 1,
  "elements": ["C", "O", "P", "H", "H", "H", "H", "H"],
  "coordinates": [[0.10, -0.41, -0.12], [1.57, -0.69, -0.56], [-0.75, 1.35, -0.10], [2.19, -1.29, -0.18], [0.01, -0.73, 0.85], [-0.77, -0.75, -1.29], [-2.12, 1.21, 0.27], [-0.22, 1.30, 1.13]],
  "lowdin_charge": [-0.441, -0.178, 0.726, 0.036, -0.009, 0.153, -0.120, -0.166]
}


Entry 6:
{
  "formula": "C4H5NOS2",
  "method": "ωB97M-V with the def2-TZVPD basis set",
  "smiles": "O=C(S)[C@H]1N[C@@H]1C=S",
  "homo_lumo_gap_ev": 8.31,
  "homo_ev": -9.49,
  "e_lumo_ev": -1.2,
  "spin_multiplicity": 1,
  "elements": ["O", "C", "S", "C", "N", "C", "C", "S", "H", "H", "H", "H", "H"],
  "coordinates": [[2.01, 1.84, 0.17], [1.59, 0.74, -0.04], [2.68, -0.64, -0.08], [0.18, 0.25, -0.30], [-0.17, -1.09, -0.46], [-0.56, -0.50, 0.83], [-2.06, -0.18, 0.87], [-3.15, 0.26, -0.37], [1.84, -1.61, -0.38], [-0.48, 0.94, -1.16], [-0.89, -1.01, -1.31], [-0.10, -0.91, 1.67], [-2.54, -0.32, 1.94]],
  "lowdin_charge": [0.031, -0.765, 0.870, -0.336, -0.041, -0.255, -0.519, 0.610, -0.144, 0.200, 0.149, 0.116, 0.085]
}